No. 1
9
Properties=species:S:1:pos:R:3:nbo_charge:R:1 method="wB97M-V/def2-TZVPD" homo_energy_ev=-9.6 relative_energy_ev=3.2967 gap_ev=9.440
O 1.1218 -0.8927 1.7197 -0.60
C 0.5929 -0.2389 0.8413 0.52
N -0.5298 -0.6536 -0.0115 -0.59
C -0.5462 0.1222 -1.0986 0.23
N 0.3220 1.1197 -1.0233 -0.30
N 1.0627 0.9761 0.0807 -0.25
H -1.1036 -1.4693 0.1650 0.44
H -1.2341 0.0122 -1.9329 0.22
H 0.3162 1.0086 1.2804 0.34


No. 2
9
Properties=species:S:1:pos:R:3:nbo_charge:R:1 method="wB97M-V/def2-TZVPD" homo_energy_ev="-8.8 / -8.8" relative_energy_ev=4.3078 smiles=Oc1nc[nH]n1 gap_ev="8.382 / 8.381"
O 1.7734 -0.1003 0.3614 -0.68
C 0.8138 0.6058 -0.5098 0.42
N 0.2567 -0.6126 -0.8824 -0.43
C -0.8332 -0.6505 -0.2020 0.15
N -1.0553 0.5651 0.3801 -0.35
N -0.0397 1.4054 0.1797 -0.22
H 2.3952 -0.5309 -0.2282 0.48
H -1.4514 -1.5156 -0.0184 0.21
H -1.8595 0.8336 0.9197 0.41


No. 3
9
Properties=species:S:1:pos:R:3:nbo_charge:R:1 method="wB97M-V/def2-TZVPD" homo_energy_ev=-9.5 relative_energy_ev=3.3092 smiles="[H]/N=c1/nc[nH]o1" gap_ev=9.666
H 1.8423 -1.7714 -0.3290 0.33
N 1.3737 -1.5674 0.6111 -0.62
C 0.5697 -0.7552 0.2104 0.57
N -0.4066 -0.3015 1.0913 -0.43
C -1.0730 0.6439 0.4313 0.20
N -0.2727 1.0979 -0.6369 -0.30
O 0.4903 -0.1312 -0.9360 -0.35
H -1.7111 1.3502 0.9671 0.22
H -0.8124 1.4346 -1.4093 0.38


No. 4
9
Properties=species:S:1:pos:R:3:nbo_charge:R:1 method="wB97M-V/def2-TZVPD" homo_energy_ev=-10.0 relative_energy_ev=2.2852 smiles="NC(=O)C1N=N1" gap_ev=10.471
N 0.3523 -1.0049 0.8039 -0.81
C 0.3498 -0.4130 -0.3747 0.63
O 0.5205 -0.9138 -1.4649 -0.58
C -0.0124 1.0812 -0.3530 -0.16
N 0.7133 2.0889 0.4572 -0.06
N 0.8842 2.1386 -0.7411 -0.03
H 0.5596 -0.6729 1.7685 0.42
H 0.5707 -1.9992 0.7025 0.40
H -1.0830 1.2879 -0.5957 0.20


No. 5
9
Properties=species:S:1:pos:R:3:mulliken_spin:R:1 method="wB97M-V/def2-TZVPD" homo_energy_ev="-4.4 / -10.1" relative_energy_ev=3.4863 s2=2.02 gap_ev="5.250 / 7.149" multiplicity=3
C -0.3402 -0.9067 -0.5734 0.60
C -0.4382 0.7417 0.8618 0.01
N -1.5569 -0.6489 -0.3025 0.92
N -1.6599 0.3464 0.5961 0.24
N 0.4208 -0.0048 0.1201 0.17
O 1.8086 0.2763 0.0803 0.04
H -0.0509 -1.4911 -1.3326 0.03
H -0.2302 1.6057 1.4065 0.00
H 2.0470 0.0813 -0.8564 0.00


No. 6
9
Properties=species:S:1:pos:R:3:mulliken_spin:R:1 method="wB97M-V/def2-TZVPD" homo_energy_ev="-6.5 / -10.9" relative_energy_ev=2.6853 s2=2.02 gap_ev="7.455 / 9.215" multiplicity=3
C -0.7922 2.2755 0.9541 0.00
C 0.3742 -1.3454 -1.4998 0.61
N -0.5559 2.5445 -0.0932 0.00
N 0.5649 -1.1776 0.8886 0.77
N 0.5849 -1.0306 -0.2759 0.14
O 0.4233 -0.4909 1.8819 0.45
H -0.6214 -1.6616 -1.6455 0.00
H 1.1833 -1.2524 -2.1377 0.03
H -1.1611 2.1385 1.9275 0.00


No. 7
10
Properties=species:S:1:pos:R:3:nbo_charge:R:1 method="wB97M-V/def2-TZVPD" homo_energy_ev=-9.6 relative_energy_ev=6.2169 gap_ev=9.174
N 0.2278 2.6352 -0.1255 -0.19
C 0.2941 1.4747 0.2769 0.21
C 0.1463 0.1082 -0.0010 0.22
N 0.9965 -0.8312 -0.0787 -0.14
O 2.3131 -0.2497 0.3249 -0.58
N -1.1107 -0.4848 -0.3334 -0.32
O -2.1427 -0.1710 0.4949 -0.54
H 2.8466 -1.1017 -0.0798 0.49
H -0.8292 -1.4736 -0.3341 0.37
H -2.7417 0.0938 -0.1443 0.48


No. 8
10
Properties=species:S:1:pos:R:3:nbo_charge:R:1 method="wB97M-V/def2-TZVPD" homo_energy_ev=-9.1 relative_energy_ev=7.4309 smiles="O=NCNC1=NO1" gap_ev=7.977
O -0.4483 1.9543 -0.4960 -0.23
N 0.3637 1.5953 0.3586 0.11
C 1.0852 0.3943 0.2234 -0.14
N 0.1928 -0.5839 -0.4908 -0.62
C -1.0842 -0.6338 -0.0916 0.60
N -2.1675 -0.1495 0.2985 -0.18
O -1.9629 -1.6794 0.0865 -0.43
H 1.9477 0.5536 -0.4383 0.25
H 1.5159 0.0541 1.2909 0.23
H 0.5577 -1.5049 -0.7411 0.42


No. 9
10
Properties=species:S:1:pos:R:3:nbo_charge:R:1 method="wB97M-V/def2-TZVPD" homo_energy_ev=-9.6 relative_energy_ev=2.5908 smiles="NN=C=O.N=C=O" gap_ev=10.030
N 0.3624 0.9438 0.5837 -0.63
N -0.8931 1.2606 -0.0125 -0.44
C -1.7195 2.1228 -0.1018 0.83
O -2.6270 2.7566 -0.4495 -0.51
H 0.0748 -0.0003 0.7926 0.38
H 1.2077 0.9435 0.0648 0.37
N -1.2122 -1.3841 -0.1736 -0.81
C -2.3386 -1.3581 0.2455 0.89
O -3.3630 -1.2152 0.7436 -0.48
H -0.9120 -1.0763 -1.0249 0.42


No. 10
10
Properties=species:S:1:pos:R:3:nbo_charge:R:1 method="wB97M-V/def2-TZVPD" homo_energy_ev=-9.6 relative_energy_ev=3.3423 gap_ev=10.274
N -1.8969 0.0338 0.1446 -0.79
C -0.5602 -0.2350 0.1556 0.51
N -0.0573 -1.3606 0.6088 -0.23
O 1.3672 -1.1737 0.5113 -0.30
C 1.5370 0.0182 -0.0007 0.82
O 2.5364 0.7320 -0.2990 -0.64
N 0.3971 0.6513 -0.2545 -0.69
H -2.2109 0.6461 -0.5934 0.40
H -2.4873 -0.7707 0.3011 0.40
H 1.3749 1.4586 -0.5738 0.53


| no. | strongest force on any atom (eV/Å) |
| --- | --- |
| 1 | 3.25 |
| 2 | 4.49 |
| 3 | 5.69 |
| 4 | 3.81 |
| 5 | 8.33 |
| 6 | 5.63 |
| 7 | 9.04 |
| 8 | 4.42 |
| 9 | 3.47 |
| 10 | 0.41 |